No. 1
Below is a molecular structure, C43H36ClN2OP2Pd, with properties calculated with ωB97M-V/def2-TZVPD.

Each line ends with the Mulliken charge.
Element x y z (Å)
Pd  0.21121  -0.14188  -0.21313  -0.74
Cl  6.39864  3.80944  0.99987  -0.30
C  4.71427  3.30321  1.01859  0.19
C  3.71530  4.22234  0.64056  -0.79
C  2.39902  3.87088  0.67598  -0.16
C  1.95957  2.55993  1.10856  0.15
O  0.74743  2.28228  1.23371  -0.68
C  3.02373  1.61739  1.39881  0.56
C  2.78977  0.24422  1.75388  -0.29
N  1.71838  -0.45647  1.59356  0.33
C  1.68477  -1.69722  2.24696  -0.49
C  1.69638  -1.76848  3.61440  -0.21
C  1.50112  -2.99445  4.29412  -0.73
C  1.29387  -4.14824  3.60041  -1.00
C  1.33486  -4.12139  2.18057  1.37
C  1.19780  -5.29414  1.39963  -0.84
C  1.33287  -5.22772  0.04736  -0.62
C  1.63061  -3.96903  -0.53290  -0.44
N  1.73972  -2.86431  0.14847  -0.11
C  1.56031  -2.91153  1.49811  0.05
C  4.36960  2.03395  1.38403  -1.07
H  4.00630  5.21581  0.31962  0.39
H  1.63357  4.57636  0.37027  0.36
H  3.66187  -0.25729  2.19616  0.25
H  1.78449  -0.84801  4.17768  0.52
H  1.49236  -2.99761  5.37722  0.38
H  1.12091  -5.08949  4.10705  0.39
H  0.99524  -6.23563  1.89868  0.40
H  1.23160  -6.10195  -0.58066  0.43
H  1.78117  -3.89168  -1.60678  0.60
H  5.14388  1.32295  1.65224  0.40
C  -3.49697  0.35627  -2.02550  -0.51
C  -2.57440  -0.73059  -2.59779  -1.33
P  -1.27163  -1.39688  -1.44461  1.56
C  -0.86953  -2.93304  -2.39407  0.46
C  -1.20338  -4.23496  -2.03330  -0.30
C  -0.75659  -5.31981  -2.77973  -0.72
C  0.02626  -5.12226  -3.90608  -0.49
C  0.36967  -3.82765  -4.27869  -0.82
C  -0.06478  -2.75232  -3.52197  -0.47
C  -2.42267  -2.04019  -0.13627  0.21
C  -3.59839  -2.74697  -0.38948  0.00
C  -4.42278  -3.15643  0.64756  -0.74
C  -4.08528  -2.85567  1.96337  -0.57
C  -2.92982  -2.13678  2.22964  -0.89
C  -2.11268  -1.72856  1.18432  -0.44
C  -2.84733  1.73495  -1.88220  -1.51
P  -1.55467  1.87151  -0.53187  1.49
C  -2.40577  3.03029  0.61731  0.08
C  -3.72991  2.75566  0.96612  -0.82
C  -4.39898  3.52191  1.90859  -0.65
C  -3.74835  4.57670  2.53337  -0.47
C  -2.42429  4.84347  2.21373  -0.79
C  -1.75633  4.07362  1.27243  -0.08
C  -0.41035  3.00077  -1.43503  0.41
C  0.77442  2.45635  -1.91919  -0.38
C  1.64804  3.21823  -2.68070  -0.74
C  1.34857  4.54150  -2.96856  -0.58
C  0.16387  5.09489  -2.49939  -0.72
C  -0.71203  4.32465  -1.74636  -0.25
H  -3.90736  0.01871  -1.06809  0.10
H  -4.35251  0.44891  -2.70313  0.46
H  -2.04611  -0.32969  -3.46997  0.61
H  -3.16580  -1.57827  -2.95283  0.71
H  -1.78845  -4.41655  -1.14221  0.37
H  -1.01865  -6.32475  -2.47107  0.43
H  0.37568  -5.96864  -4.48429  0.36
H  0.99388  -3.65883  -5.14696  0.38
H  0.25073  -1.74956  -3.79049  0.39
H  -3.88033  -2.98237  -1.41000  0.37
H  -5.32953  -3.70845  0.43146  0.41
H  -4.72733  -3.17375  2.77524  0.38
H  -2.66162  -1.88153  3.24692  0.47
H  -1.21073  -1.13805  1.32927  0.40
H  -3.60729  2.50259  -1.72130  0.60
H  -2.34129  1.98426  -2.81977  0.56
H  -4.24933  1.92414  0.50163  0.19
H  -5.42665  3.28853  2.15999  0.41
H  -4.26541  5.17586  3.27248  0.36
H  -1.89809  5.65030  2.70917  0.41
H  -0.71129  4.25402  1.06527  0.30
H  0.99418  1.41857  -1.66975  0.44
H  2.57356  2.77948  -3.03166  0.43
H  2.03797  5.14204  -3.54889  0.38
H  -0.07885  6.12728  -2.71936  0.40
H  -1.63532  4.76513  -1.39008  0.48

Summary:
**Total energy**: -84785.393 eV
**HOMO**: -3.115 eV
**Total charge**: -1

No. 2
Below is 3 unconnected molecules or ions with the total composition C4H14NO2 in a non-equilibrium geometry, with properties calculated with ωB97M-V/def2-TZVPD.

Each line ends with the Mulliken spin population.
Element x y z (Å)
C  1.78499  1.00937  -1.00764  0.37
C  1.56373  0.74313  0.51474  -0.18
C  0.13043  0.72655  0.90111  0.83
C  -0.52061  1.74741  1.44394  0.02
N  -0.69547  -0.33396  0.31340  0.47
H  2.85075  0.93917  -1.21811  0.01
H  1.43799  2.01717  -1.17039  -0.03
H  1.26706  0.28078  -1.64089  -0.12
H  2.06702  1.55448  1.04098  0.02
H  2.08608  -0.17199  0.81110  -0.13
H  0.05215  2.58515  1.83206  -0.04
H  -1.58859  1.77748  1.64313  -0.22
H  -1.68897  -0.21605  0.57093  -0.35
H  -0.73474  -0.27183  -0.72782  -0.21
H  -0.44424  -1.31187  0.56131  0.05
H  -1.16124  -3.54439  1.47717  -0.16
H  -0.06852  -3.67705  0.41468  -0.15
O  -0.43322  -3.02686  1.05123  0.71
H  -1.30789  -0.40137  -3.20228  -0.06
H  -1.76852  0.94937  -2.64830  0.00
O  -1.29561  0.13662  -2.39359  0.19

Summary:
**Total energy**: -9956.598 eV
**HOMO (alpha / beta)**: -2.677 / -10.421 eV
**Total charge**: 0
**<S²>**: 0.750
**2S+1**: 2

No. 3
Below is a single C29H29NO5 molecule, with properties calculated with ωB97M-V/def2-TZVPD.

Each line ends with the Mulliken charge.
Element x y z (Å)
C  2.81951  -4.53540  -0.03942  -0.98
O  1.99040  -4.09391  -1.09117  -0.54
C  1.20954  -2.99567  -0.87807  0.26
C  1.09992  -2.30990  0.31946  0.28
C  0.27885  -1.19498  0.41787  -0.40
C  0.19809  -0.40320  1.71369  -0.50
N  -1.18022  -0.13517  2.04764  -0.07
C  -1.77161  1.07906  1.97768  0.43
C  -3.18416  1.12283  2.01639  -1.04
C  -3.84077  2.31138  2.00116  -1.09
C  -3.12420  3.52637  2.08536  0.86
C  -3.81836  4.74377  2.20828  -0.72
C  -3.15230  5.91928  2.41960  -0.66
C  -1.76281  5.89042  2.56766  -0.74
C  -1.06162  4.72196  2.41749  -0.21
C  -1.70065  3.50438  2.10233  0.12
C  -1.01781  2.26138  1.88826  0.35
C  0.38236  2.11296  1.53713  1.24
C  0.96644  0.88456  1.50901  -0.35
C  2.38733  0.68233  1.24983  0.65
O  2.93131  -0.39512  1.43477  -0.66
C  3.18181  1.88197  0.78853  -1.20
C  2.30750  2.92693  0.10253  1.79
C  3.13324  4.17786  -0.20733  -2.25
C  1.73364  2.37298  -1.20270  -1.61
C  1.18902  3.29703  1.08540  -2.12
C  -0.45145  -0.77614  -0.68332  -0.19
C  -0.36604  -1.46484  -1.88171  -0.56
C  0.45975  -2.56850  -1.98919  0.24
O  0.64155  -3.26537  -3.16372  -0.60
C  -0.50970  -3.77670  -3.81945  0.78
C  -0.36863  -3.58741  -5.32752  -1.58
C  -0.64448  -5.28575  -3.50734  0.28
O  -1.57776  -5.92916  -3.89920  -0.60
O  0.34281  -5.79418  -2.79046  -0.50
H  3.49100  -3.74062  0.29539  0.37
H  2.22754  -4.89713  0.80661  0.36
H  3.40060  -5.35833  -0.45158  0.27
H  1.66790  -2.61292  1.18272  0.47
H  0.66338  -0.99162  2.51892  0.29
H  -1.78977  -0.93876  2.00642  0.27
H  -3.72659  0.18770  2.02222  0.39
H  -4.91999  2.34376  1.96972  0.39
H  -4.89786  4.72478  2.15842  0.37
H  -3.68875  6.85122  2.51474  0.40
H  -1.23544  6.79926  2.81901  0.41
H  -0.00510  4.74019  2.61463  0.42
H  3.65693  2.31837  1.67331  0.36
H  3.98086  1.53040  0.13299  0.43
H  3.55605  4.60091  0.70166  0.43
H  3.95096  3.93416  -0.88144  0.47
H  2.51369  4.93579  -0.68187  0.40
H  1.06838  3.10087  -1.66271  0.39
H  1.17727  1.45494  -1.03112  0.22
H  2.53742  2.15406  -1.90199  0.45
H  1.66051  3.76926  1.95315  0.65
H  0.52520  4.02512  0.61678  0.80
H  -1.08783  0.09423  -0.61288  0.33
H  -0.92831  -1.13053  -2.74068  0.58
H  -1.42204  -3.28333  -3.46230  0.37
H  -0.37561  -2.52963  -5.57766  0.37
H  0.57127  -4.01947  -5.66184  0.34
H  -1.19203  -4.08742  -5.82894  0.43
H  0.99404  -5.09615  -2.54472  0.46

Summary:
**SMILES**: COc1cc([C@@H]2Nc3ccc4ccccc4c3C3=C2C(=O)CC(C)(C)C3)ccc1O[C@@H](C)C(=O)O
**Total energy**: -42272.213 eV
**HOMO**: -7.455 eV
**Total charge**: 0

The highest total energy belongs to which entry?
C4H14NO2